47
Properties=species:S:1:pos:R:3 method="wB97M-V/def2-TZVPD" de_lowest_kj_mol=38.83 charge=0 gap_ev="6.6 / 4.5" spin_multiplicity=2
Ir 0.155 0.825 0.759
O -2.715 -1.378 -0.114
C -2.485 -0.356 0.504
O -1.479 -0.229 1.354
C -3.369 0.842 0.413
C -4.749 0.655 0.414
C -5.609 1.736 0.401
C -5.086 3.025 0.373
C -3.719 3.223 0.343
C -2.843 2.134 0.363
S -1.135 2.560 0.204
H -5.129 -0.359 0.430
H -6.680 1.581 0.416
H -5.749 3.881 0.364
H -3.313 4.226 0.308
C -0.193 0.954 -2.541
C -0.134 -0.413 -1.954
C -0.383 -1.544 -2.748
C -0.391 -2.804 -2.216
C -0.081 -2.974 -0.860
C -0.065 -4.209 -0.143
Br -0.469 -5.804 -1.031
C 0.246 -4.267 1.204
C 0.610 -3.125 1.898
Br 1.066 -3.193 3.697
C 0.651 -1.864 1.235
O 1.094 -0.798 1.733
C 0.212 -1.824 -0.136
N 0.143 -0.576 -0.657
H -0.044 0.905 -3.618
H 0.557 1.599 -2.089
H -1.169 1.398 -2.340
H -0.594 -1.392 -3.796
H -0.623 -3.662 -2.831
H 0.221 -5.217 1.720
F 7.107 0.783 0.741
C 5.802 1.069 0.740
C 5.298 2.069 1.555
F 6.126 2.758 2.343
C 3.947 2.349 1.563
F 3.497 3.309 2.375
C 3.032 1.660 0.755
O 1.757 2.016 0.795
C 3.578 0.672 -0.065
F 2.787 -0.022 -0.909
C 4.930 0.374 -0.073
F 5.388 -0.589 -0.879

51
Properties=species:S:1:pos:R:3 method="wB97M-V/def2-TZVPD" de_lowest_kj_mol=41.40 charge=-1 gap_ev="7.1 / 7.1" spin_multiplicity=3
Ni -0.215 0.006 -0.596
Cl -2.170 0.014 -2.033
C -3.206 -1.342 -1.648
C -4.409 -1.402 -2.322
C -5.264 -2.465 -2.084
C -4.882 -3.439 -1.176
C -3.670 -3.344 -0.515
Cl -3.284 -4.620 0.609
C -2.762 -2.284 -0.706
S -1.273 -2.152 0.171
H -4.668 -0.621 -3.025
H -6.213 -2.534 -2.600
H -5.526 -4.284 -0.969
Cl 0.715 3.290 -4.157
C 1.671 3.054 -2.723
C 2.750 3.923 -2.480
C 3.521 3.795 -1.366
Cl 4.868 4.889 -1.110
C 3.240 2.781 -0.418
C 3.941 2.583 0.792
C 3.551 1.594 1.649
C 2.457 0.778 1.301
N 1.809 0.920 0.174
C 2.169 1.908 -0.686
C 1.346 2.015 -1.866
O 0.389 1.177 -2.058
H 2.962 4.707 -3.195
H 4.772 3.232 1.034
H 4.060 1.434 2.589
H 2.099 0.003 1.972
N 2.176 -2.697 1.075
C 1.738 -3.692 0.099
C 1.563 -3.094 -1.279
O 1.379 -3.747 -2.265
O 1.588 -1.743 -1.297
H 1.633 -2.709 1.925
H 1.883 -1.489 -0.393
H 3.158 -2.775 1.298
H 0.740 -4.049 0.356
H 2.398 -4.555 0.013
F -1.802 2.645 -0.061
C -1.611 1.992 1.113
C -0.891 0.820 1.154
C -0.739 0.294 2.410
F 0.022 -0.826 2.603
C -1.278 0.841 3.558
F -1.091 0.278 4.766
C -2.018 2.002 3.460
F -2.559 2.559 4.557
C -2.182 2.593 2.222
F -2.887 3.734 2.128

54
Properties=species:S:1:pos:R:3 method="wB97M-V/def2-TZVPD" de_lowest_kj_mol=139.78 charge=-1 gap_ev="6.6 / 6.8" spin_multiplicity=2
Ru -2.085 -1.522 -0.184
O -2.914 -3.480 -3.765
C -2.631 -2.573 -3.001
O -2.874 -2.563 -1.735
C -1.990 -1.316 -3.565
C -2.290 -0.953 -4.851
C -1.691 0.169 -5.424
C -0.760 0.906 -4.726
C -0.427 0.545 -3.433
C -1.031 -0.588 -2.793
O -0.674 -0.978 -1.624
N 0.585 1.343 -2.771
O 1.248 2.106 -3.466
O 0.769 1.209 -1.576
N -2.024 0.556 -6.780
O -1.435 1.504 -7.275
O -2.864 -0.099 -7.373
H -2.984 -1.550 -5.426
H -0.292 1.766 -5.178
O 2.298 -5.969 -0.566
C 1.452 -4.956 -0.288
C 1.821 -3.616 -0.370
C 0.881 -2.651 -0.087
N -0.365 -2.957 0.281
C -0.697 -4.241 0.377
Br -2.464 -4.544 0.964
C 0.159 -5.283 0.106
H 3.148 -5.617 -0.852
H 2.823 -3.327 -0.661
H 1.096 -1.593 -0.161
H -0.152 -6.313 0.183
C 4.500 5.924 5.332
C 3.475 5.269 4.440
O 3.292 5.560 3.290
S 2.572 4.023 5.349
C 1.562 3.094 4.220
C 1.659 3.114 2.833
C 0.877 2.251 2.082
C -0.015 1.361 2.694
C -0.124 1.381 4.088
C 0.658 2.235 4.841
C -0.769 0.449 1.898
C -1.384 -0.339 1.202
H 4.958 6.757 4.804
H 5.264 5.196 5.606
H 4.030 6.277 6.250
H 2.328 3.797 2.335
H 0.953 2.247 1.002
H -0.827 0.714 4.568
H 0.575 2.245 5.922
F -4.432 -0.095 0.306
C -3.925 -1.308 0.682
F -4.836 -2.218 0.239
F -4.035 -1.351 2.038

50
Properties=species:S:1:pos:R:3 method="wB97M-V/def2-TZVPD" de_lowest_kj_mol=2.12 charge=-2 gap_ev=5.5
Ca 1.127 0.119 0.967
Cl 2.308 7.435 -0.581
C 2.459 5.719 -0.235
C 3.405 5.290 0.713
C 3.537 3.962 0.991
C 2.730 2.945 0.362
O 2.870 1.736 0.682
C 1.790 3.425 -0.621
C 0.984 2.562 -1.435
N 0.986 1.276 -1.398
C 0.277 0.543 -2.365
C -0.286 1.052 -3.515
C -0.994 0.236 -4.417
C -1.137 -1.101 -4.190
C -0.536 -1.681 -3.048
C -0.656 -3.059 -2.743
C -0.066 -3.555 -1.623
C 0.692 -2.679 -0.810
N 0.837 -1.408 -1.077
C 0.200 -0.876 -2.154
C 1.676 4.808 -0.880
H 4.015 6.026 1.222
H 4.242 3.613 1.735
H 0.351 3.097 -2.153
H -0.200 2.105 -3.746
H -1.438 0.685 -5.297
H -1.701 -1.728 -4.871
H -1.245 -3.692 -3.397
H -0.177 -4.591 -1.334
H 1.150 -3.020 0.113
H 0.952 5.140 -1.616
O 0.027 1.061 5.254
S -0.376 0.496 3.983
O -1.800 0.451 3.746
O 0.363 1.116 2.858
O 0.145 -1.013 4.091
Cl -3.908 -5.161 2.791
C -3.053 -3.730 2.198
C -3.595 -2.985 1.166
C -2.905 -1.881 0.703
C -1.655 -1.468 1.241
O -1.052 -0.448 0.749
C -1.128 -2.267 2.312
C 0.239 -2.020 2.961
O 1.229 -1.755 2.115
C -1.838 -3.368 2.759
H -4.547 -3.270 0.731
H -3.312 -1.277 -0.100
H 0.445 -2.901 3.594
H -1.427 -3.961 3.569

54
Properties=species:S:1:pos:R:3 method="wB97M-V/def2-TZVPD" de_lowest_kj_mol=446.04 charge=0 gap_ev="6.3 / 5.9" spin_multiplicity=2
W 0.369 0.464 0.771
Cl -1.529 -6.114 1.334
C -0.645 -4.677 1.013
C -0.135 -3.921 2.075
Cl -0.435 -4.393 3.695
C 0.583 -2.766 1.809
Cl 1.057 -1.706 3.085
C 0.806 -2.347 0.488
O 1.431 -1.154 0.308
C 0.333 -3.123 -0.551
Cl 0.783 -2.702 -2.163
C -0.432 -4.262 -0.294
Cl -1.114 -5.137 -1.607
O 1.780 1.095 1.882
N 1.255 1.958 -0.324
C 2.496 1.709 -0.947
C 3.620 2.328 -0.556
C 3.556 3.331 0.492
C 2.469 3.441 1.260
C 1.425 2.424 1.072
S -0.327 2.662 1.580
H 2.457 1.078 -1.826
H 4.539 2.161 -1.097
H 4.378 4.027 0.601
H 2.324 4.191 2.023
O -0.498 0.138 -1.194
S -0.603 0.422 -2.678
C -1.046 2.133 -2.859
C -1.573 2.856 -1.804
C -1.872 4.195 -2.006
C -1.642 4.787 -3.239
C -1.112 4.044 -4.287
C -0.803 2.707 -4.099
C -2.123 -0.367 -3.112
C -2.123 -1.156 -4.250
C -3.298 -1.806 -4.611
C -4.425 -1.681 -3.813
C -4.403 -0.891 -2.667
C -3.253 -0.211 -2.315
H -1.725 2.401 -0.838
H -2.284 4.773 -1.190
H -1.866 5.835 -3.383
H -0.929 4.509 -5.247
H -0.379 2.121 -4.906
H -1.222 -1.271 -4.838
H -3.327 -2.413 -5.505
H -5.330 -2.211 -4.078
H -5.277 -0.811 -2.037
H -3.242 0.428 -1.440
Se -5.453 0.694 1.063
Sb -4.098 -0.930 2.246
Se -1.621 -0.323 1.443
Se -4.701 -2.668 0.680
Se -3.933 -1.214 4.573

48
Properties=species:S:1:pos:R:3 method="wB97M-V/def2-TZVPD" de_lowest_kj_mol=223.73 charge=0 gap_ev=4.0
F 3.275 4.531 -3.317
C 2.098 5.198 -3.047
F 2.374 6.162 -2.125
F 1.756 5.843 -4.203
C 1.056 4.210 -2.593
C 0.346 4.357 -1.397
C -0.497 3.352 -0.950
C -0.638 2.131 -1.661
C -1.314 1.009 -1.075
C -1.473 -0.269 -1.738
C -0.389 -0.959 -2.333
C -0.572 -2.142 -3.039
C -1.849 -2.687 -3.204
C -2.083 -3.964 -3.953
F -2.882 -4.808 -3.222
F -2.708 -3.775 -5.149
F -0.925 -4.627 -4.214
C -2.955 -2.037 -2.653
C -2.750 -0.889 -1.889
C -0.028 2.088 -2.962
C 0.827 3.102 -3.419
H 0.441 5.279 -0.806
H -1.038 3.463 -0.006
H -1.856 1.169 -0.140
H 0.618 -0.540 -2.271
H 0.287 -2.614 -3.506
H -3.957 -2.430 -2.806
H -3.606 -0.400 -1.417
H -0.212 1.202 -3.577
H 1.356 3.042 -4.375
N 3.097 -2.403 8.467
C 2.540 -2.173 7.465
C 1.873 -1.879 6.234
C 2.244 -2.542 5.061
C 1.523 -2.350 3.884
C 0.444 -1.462 3.870
S -0.472 -1.176 2.303
C 0.426 0.176 1.670
Cl 1.118 0.218 0.123
O -0.314 -2.397 1.547
O -1.800 -0.786 2.720
C 0.140 -0.712 5.010
C 0.866 -0.913 6.184
H 3.092 -3.232 5.062
H 1.772 -2.922 2.984
H 0.815 0.890 2.403
H -0.693 -0.008 4.989
H 0.629 -0.328 7.070

45
Properties=species:S:1:pos:R:3 method="wB97M-V/def2-TZVPD" charge=-1 gap_ev=6.1
Hf 0.139 -0.624 -0.262
O 1.956 2.730 -1.868
C 1.570 1.798 -1.183
O 0.410 1.252 -1.208
C 2.470 1.206 -0.099
C 3.773 1.554 0.226
C 4.347 0.968 1.351
C 3.606 0.075 2.130
C 2.311 -0.216 1.739
N 1.794 0.331 0.644
C 1.262 -1.082 2.450
O 1.494 -1.521 3.563
O 0.180 -1.195 1.782
H 4.305 2.262 -0.392
H 5.359 1.222 1.637
H 4.017 -0.382 3.016
I -0.347 -0.748 -3.423
C -2.429 -0.452 -2.965
C -3.245 -0.270 -4.052
C -4.606 -0.007 -3.869
C -5.111 0.082 -2.603
C -4.288 -0.118 -1.476
C -4.824 -0.001 -0.177
C -4.028 -0.221 0.911
C -2.676 -0.567 0.746
C -2.059 -0.663 -0.495
C -2.895 -0.417 -1.631
H -2.830 -0.319 -5.046
H -5.234 0.137 -4.734
H -6.154 0.317 -2.446
H -5.866 0.270 -0.064
H -4.434 -0.122 1.908
H -2.109 -0.774 1.651
N 1.269 -2.035 -0.889
C 0.723 -3.194 -0.499
C 1.178 -3.928 0.630
C 0.632 -5.144 0.967
C -0.365 -5.726 0.195
C -0.818 -5.050 -0.927
C -0.304 -3.820 -1.265
H 1.976 -3.515 1.233
H 1.009 -5.661 1.841
H -0.771 -6.693 0.452
H -1.577 -5.500 -1.556
H -0.622 -3.351 -2.186

52
Properties=species:S:1:pos:R:3 method="wB97M-V/def2-TZVPD" charge=-1 gap_ev="6.8 / 7.0" spin_multiplicity=4
Mn 0.244 -0.219 0.070
O -0.315 -4.157 -1.600
S -0.568 -2.748 -1.689
O -1.941 -2.325 -1.760
O 0.214 -2.032 -0.620
C 0.172 -2.210 -3.232
C 0.358 -3.201 -4.185
C 0.832 -2.891 -5.453
C 1.118 -1.579 -5.780
C 0.945 -0.581 -4.832
C 0.481 -0.891 -3.563
S 0.449 0.465 -2.417
O -0.772 0.336 -1.561
O 0.545 1.666 -3.176
O 1.554 0.179 -1.459
H 0.128 -4.220 -3.910
H 0.975 -3.678 -6.180
H 1.482 -1.327 -6.767
H 1.170 0.449 -5.066
O 4.354 3.182 2.758
C 3.535 2.491 2.213
C 3.519 0.948 2.202
O 4.364 0.224 2.669
C 2.265 0.614 1.506
C 1.608 1.750 1.082
O 0.447 1.579 0.477
C 2.291 2.983 1.447
O 1.994 4.138 1.247
O 1.728 -0.540 1.279
C -2.833 2.274 3.962
C -3.599 1.344 3.272
C -2.990 0.416 2.446
C -1.602 0.411 2.294
C -0.837 1.334 2.993
C -1.456 2.258 3.824
N -1.029 -0.562 1.428
C -1.238 -1.892 1.912
C -0.519 -2.296 3.033
C -0.709 -3.566 3.549
C -1.620 -4.431 2.956
C -2.334 -4.021 1.842
C -2.145 -2.752 1.313
H -3.308 3.005 4.602
H -4.676 1.343 3.370
H -3.580 -0.309 1.905
H 0.243 1.323 2.912
H -0.846 2.972 4.360
H 0.197 -1.618 3.478
H -0.138 -3.883 4.410
H -1.764 -5.424 3.359
H -3.034 -4.692 1.366
H -2.682 -2.432 0.434

| no. | E (eV) |
| --- | --- |
| 1 | -201038.9395 |
| 2 | -148727.4896 |
| 3 | -138566.9879 |
| 4 | -95716.6837 |
| 5 | -385739.2787 |
| 6 | -69321.7309 |
| 7 | -44660.7487 |
| 8 | -101083.5427 |